Below is C6H10O in the gas phase, with properties calculated with ωB97M-V/def2-TZVPD.

DFT total energy, eV: -8428.477
F_max, eV/Å: 0.38
Total charge: 0
Kohn-Sham gap, eV: 9.1074
Energy relative to the best compared isomer or geometry (same formula, charge and spin), kJ/mol: 266.67

CARTESIAN COORDINATES (ANGSTROEM)
C: -1.268 -0.923 -1.918
C: -0.643 -0.374 -0.657
C: 0.424 0.442 -0.670
C: 1.219 0.964 0.513
C: 1.418 -0.024 1.664
C: -1.292 -0.899 0.570
O: -1.934 0.059 1.197
H: -2.323 -0.631 -2.000
H: -1.238 -2.018 -1.908
H: -0.734 -0.559 -2.800
H: 0.813 0.715 -1.653
H: 0.767 1.889 0.899
H: 2.206 1.255 0.134
H: 2.095 0.395 2.417
H: 0.480 -0.266 2.171
H: 1.845 -0.958 1.289
H: -1.836 0.931 0.751

Cartesian forces, eV/Å:
C 0.0 0.0 0.0
C 0.2 0.0 0.0
C -0.1 -0.1 0.1
C 0.0 0.0 0.0
C 0.0 0.0 0.0
C 0.0 0.4 -0.1
O 0.1 -0.1 -0.1
H 0.2 -0.1 0.0
H 0.0 0.2 0.0
H -0.1 0.0 0.1
H -0.1 -0.1 0.2
H 0.1 -0.1 -0.1
H -0.1 0.0 0.1
H -0.1 -0.1 -0.2
H 0.1 0.0 -0.1
H 0.0 0.1 0.1
H 0.0 -0.1 0.0